1.
The following is a quantum chemistry calculation of a cluster of 11 separate species, C19H60N6O19 in total at a distorted geometry, from the Open Molecules 2025 dataset.

Geometry as XYZ:
```
104
Properties=species:S:1:pos:R:3:forces:R:3
N -2.233 2.611 4.954 3.0 0.9 -1.4
C -1.900 2.466 3.654 -2.1 0.2 -3.4
N -0.651 2.717 3.179 -1.1 -0.2 0.5
O -2.790 2.214 2.738 1.7 0.2 2.7
H -1.542 2.967 5.591 -0.2 -0.3 0.2
H -3.083 2.283 5.254 -2.2 -0.8 0.8
H 0.116 2.926 3.755 0.9 0.1 0.7
H -0.488 2.341 2.262 0.1 0.0 -0.3
N -0.413 -2.839 -2.567 -1.3 -1.0 -1.2
C -1.558 -3.613 -2.552 -0.2 1.3 1.1
N -2.198 -3.656 -3.761 0.0 -0.1 0.5
O -2.043 -4.059 -1.465 0.9 0.2 -2.3
H 0.161 -2.784 -1.788 1.0 -0.3 1.7
H -0.059 -2.360 -3.385 -0.5 -0.2 -0.2
H -1.822 -2.960 -4.423 -0.8 -0.7 0.3
H -3.210 -3.846 -3.697 1.0 0.4 -0.3
N 2.494 3.748 -3.266 -0.2 -1.3 1.1
C 3.033 2.698 -2.433 -1.4 0.7 1.0
N 2.528 2.831 -1.091 0.9 -0.7 -1.8
O 3.798 1.804 -2.738 -0.3 1.0 -0.3
H 2.852 3.764 -4.227 -0.6 -0.2 0.7
H 1.454 3.843 -3.089 1.8 0.0 -0.8
H 1.723 3.437 -1.053 -0.3 -0.2 0.3
H 2.417 1.910 -0.656 0.1 0.7 -0.2
O -3.315 3.081 0.078 0.4 -1.3 -0.6
C -2.539 4.174 -0.421 -2.2 0.6 0.5
C -1.063 4.093 -0.360 0.4 -0.5 -0.1
O -0.523 3.356 -1.438 0.4 0.9 -0.8
H -3.081 2.823 1.000 0.1 0.4 -0.4
H -2.938 4.422 -1.431 0.6 -0.5 0.4
H -2.885 5.004 0.177 0.3 0.8 0.3
H -0.701 3.587 0.541 -0.3 0.6 0.3
H -0.725 5.136 -0.391 0.4 -0.3 -0.2
H -0.695 2.428 -1.275 0.1 -0.3 0.3
O -0.439 -1.300 -4.892 -0.8 -0.7 0.0
C -1.436 -0.283 -5.033 1.2 0.4 0.5
C -0.753 1.079 -4.765 -0.7 0.8 -0.9
O -0.260 1.328 -3.475 0.2 -0.8 0.1
H 0.341 -0.951 -5.295 1.0 0.1 -0.5
H -1.865 -0.293 -6.037 0.1 0.1 -0.1
H -2.230 -0.556 -4.328 0.2 0.4 0.0
H -1.540 1.813 -4.966 0.0 0.3 -0.3
H 0.092 1.317 -5.488 -0.9 -0.7 0.7
H -1.031 1.268 -2.892 -0.1 0.2 0.1
O 4.918 0.639 2.316 1.1 1.3 3.7
C 4.865 -0.225 3.462 0.9 1.4 -0.2
C 3.529 -0.229 4.179 1.3 -1.6 -0.4
O 2.536 -0.856 3.401 -1.1 -1.3 1.1
H 4.511 0.284 1.563 -0.8 -1.5 -1.9
H 5.287 -1.213 3.252 -0.5 -0.2 -0.2
H 5.563 0.205 4.199 0.0 0.1 -0.3
H 3.218 0.763 4.398 -0.1 1.0 0.5
H 3.730 -0.827 5.106 -0.8 0.5 -0.6
H 2.495 -0.507 2.525 0.3 0.6 -0.9
O -0.235 -2.417 3.048 0.5 1.7 1.2
C 0.171 -3.689 2.695 -0.7 -1.9 -0.6
C -0.823 -4.209 1.632 1.0 2.3 1.2
O -0.488 -3.440 0.512 0.6 0.2 0.1
H 0.502 -1.973 3.535 -0.7 -0.3 -0.5
H 1.164 -3.656 2.257 0.3 -0.2 0.0
H 0.178 -4.394 3.533 0.1 0.2 0.2
H -1.813 -3.957 2.007 -0.4 -0.1 0.0
H -0.732 -5.250 1.518 0.2 -1.5 -0.5
H -1.070 -3.594 -0.246 -0.8 -0.6 -0.4
O 6.799 -0.424 0.132 0.1 0.2 -0.1
C 5.923 -0.114 -0.977 2.0 0.4 0.3
C 4.688 -0.915 -0.915 -1.4 -0.5 0.4
O 4.004 -0.513 0.315 -0.6 -0.8 -1.8
H 7.016 0.349 0.686 -0.6 -0.4 -0.6
H 5.692 0.955 -1.009 -0.2 -0.2 0.1
H 6.500 -0.313 -1.895 -0.4 -0.1 0.1
H 4.786 -2.020 -0.910 0.6 0.6 0.2
H 4.102 -0.715 -1.833 -0.1 0.3 0.5
H 3.203 -1.080 0.379 0.3 0.2 -0.1
O -3.905 -1.259 -2.977 -0.3 0.8 -0.6
C -3.510 -1.259 -1.601 0.3 -0.2 -1.8
C -2.364 -0.286 -1.480 -0.8 0.2 3.2
O -2.720 0.958 -2.055 -0.2 0.9 0.1
H -4.046 -0.303 -3.150 0.0 -0.8 -0.2
H -4.381 -0.933 -1.093 -0.6 0.3 1.3
H -3.268 -2.295 -1.394 0.1 0.1 0.6
H -1.468 -0.639 -1.927 0.6 -0.3 -0.7
H -2.141 -0.166 -0.366 -0.4 -0.2 -1.6
H -3.079 1.592 -1.383 0.3 -0.5 -0.3
O -3.886 0.064 4.020 0.0 -0.2 -0.5
C -3.862 -1.150 3.247 0.0 0.6 0.8
C -3.273 -0.992 1.870 -1.9 1.7 -0.6
O -1.980 -0.439 2.016 0.5 -2.1 -0.3
H -3.630 0.844 3.463 -0.1 -0.8 0.1
H -3.190 -1.890 3.779 -0.9 0.6 -0.3
H -4.895 -1.520 3.143 0.3 -0.2 0.2
H -3.834 -0.267 1.186 0.4 -0.8 1.2
H -3.408 -1.982 1.405 0.9 0.1 -0.3
H -1.511 -1.245 2.353 0.7 1.0 -0.2
O -0.486 1.249 0.426 -1.0 0.2 0.0
C 0.538 0.408 0.813 2.1 -1.9 -1.3
C 0.733 -0.844 -0.197 0.3 2.2 -1.1
O 1.725 -1.820 0.167 -1.0 -0.2 0.5
H -1.311 0.822 0.752 0.4 0.3 0.1
H 1.470 0.994 0.849 -0.2 -0.2 0.0
H 0.377 -0.019 1.773 -0.3 -0.3 1.1
H 1.021 -0.388 -1.216 0.0 -0.6 1.4
H -0.254 -1.246 -0.388 0.1 -0.5 0.5
H 1.322 -2.628 0.594 -0.1 1.3 -0.8
```
Positions in Å, forces in eV/Å.

energy	-2518.01636	Eh
strongest force on any atom	4.1	eV/A
E_LUMO	0.29	eV
SMILES string	NC(N)=O.NC(N)=O.NC(N)=O.OCCO.OCCO.OCCO.OCCO.OCCO.OCCO.OCCO.OCCO
HOMO	-9.457	eV
energy above the lowest of the compared OMol25 structures with the same formula, charge and spin	0.000	eV


2.
The following is a quantum chemistry calculation of a cluster of 11 separate species, C19H60O13 in total at a distorted geometry, from the Open Molecules 2025 dataset.

Geometry as XYZ:
```
92
Properties=species:S:1:pos:R:3:forces:R:3
O -4.662 5.021 0.916 -0.5 0.2 -0.3
C -4.116 4.734 2.167 0.7 0.5 1.0
C -3.824 3.273 2.378 -0.1 -0.1 -0.1
O -3.083 2.787 1.255 0.1 -0.2 -0.1
H -4.180 4.530 0.237 0.1 0.0 0.2
H -3.186 5.300 2.363 0.0 -0.1 -0.5
H -4.765 5.101 2.969 -0.4 -0.2 -0.3
H -4.734 2.681 2.478 -0.1 0.0 0.1
H -3.230 3.167 3.286 0.1 -0.2 0.0
H -3.683 2.283 0.694 0.2 -0.1 -0.1
O 5.029 -0.359 2.053 -0.5 -0.3 0.2
C 3.878 -0.944 2.686 0.7 -0.4 0.0
C 4.269 -2.038 3.691 0.9 1.2 0.1
O 3.146 -2.701 4.184 -0.2 -0.4 0.1
H 5.564 0.048 2.744 0.0 0.0 0.0
H 3.298 -0.170 3.199 -0.2 -0.1 -0.1
H 3.277 -1.434 1.919 0.0 0.3 -0.2
H 4.789 -1.536 4.525 -0.3 -0.2 0.1
H 5.063 -2.675 3.275 -0.4 -0.2 -0.3
H 2.826 -3.304 3.490 -0.1 0.2 0.0
C 1.376 -2.646 -2.866 -0.2 0.4 0.0
C 2.410 -3.724 -3.044 0.6 0.5 -0.4
O 3.709 -3.094 -3.001 -0.3 -0.2 0.3
H 1.468 -2.204 -1.872 -0.2 -0.2 0.1
H 0.367 -3.028 -3.032 0.1 -0.1 0.3
H 1.478 -1.802 -3.552 0.3 -0.2 -0.2
H 2.324 -4.201 -4.027 -0.3 -0.2 0.2
H 2.306 -4.462 -2.242 0.1 -0.1 -0.1
H 4.377 -3.784 -3.032 0.0 0.0 0.0
C -0.234 -1.422 4.199 0.3 -0.4 -0.4
C -1.185 -0.266 4.219 -0.3 0.5 1.0
O -2.535 -0.625 4.518 -0.1 -0.2 -0.4
H -0.544 -2.184 3.477 0.1 0.1 -0.1
H -0.117 -1.940 5.153 -0.1 0.3 0.2
H 0.747 -1.040 3.914 0.1 -0.3 0.0
H -1.169 0.283 3.278 -0.2 -0.1 -0.1
H -0.885 0.437 5.010 0.2 0.1 -0.2
H -2.514 -1.448 5.015 0.0 0.0 0.0
C -2.869 3.067 -3.202 0.1 -0.5 0.3
C -3.385 1.638 -3.044 -0.1 -0.1 0.4
O -3.300 1.105 -1.710 0.3 0.5 -0.2
H -1.777 3.066 -3.216 0.0 0.0 -0.1
H -3.156 3.678 -2.351 -0.3 0.1 0.0
H -3.247 3.497 -4.130 0.1 0.1 0.0
H -2.843 0.999 -3.751 -0.1 0.0 0.1
H -4.453 1.563 -3.263 0.1 0.1 -0.2
H -2.364 1.019 -1.459 0.0 -0.2 -0.3
C 0.538 -4.789 1.013 0.5 -0.4 -0.4
C 1.727 -5.475 1.657 0.5 1.2 0.0
O 2.699 -4.426 1.954 -0.2 -0.3 0.2
H 0.905 -4.203 0.168 0.0 0.1 0.1
H 0.036 -4.128 1.714 -0.2 0.0 0.0
H -0.128 -5.538 0.581 -0.2 0.1 0.3
H 2.214 -6.145 0.948 -0.2 -0.3 0.1
H 1.473 -5.954 2.601 -0.1 -0.3 -0.2
H 3.480 -4.848 2.331 0.0 0.0 -0.2
C 0.845 -0.787 0.597 0.0 0.6 -0.7
C 0.072 0.400 0.028 -0.6 -0.1 0.5
O -0.477 0.104 -1.244 -0.2 0.1 -0.2
H 1.753 -0.850 -0.011 0.2 -0.3 0.5
H 0.301 -1.721 0.462 -0.2 0.1 0.1
H 1.055 -0.623 1.651 0.3 -0.1 0.0
H 0.679 1.310 -0.014 0.1 -0.1 0.0
H -0.789 0.637 0.656 0.0 0.0 0.2
H 0.203 0.230 -1.918 0.0 0.1 -0.4
C -1.845 -1.939 -4.138 -0.4 0.0 0.2
C -3.345 -1.660 -4.240 1.3 -0.1 0.6
O -4.017 -2.881 -3.988 -0.3 -0.3 -0.5
H -1.468 -2.445 -5.026 0.0 -0.1 0.1
H -1.692 -2.558 -3.251 0.1 0.0 -0.1
H -1.276 -1.019 -3.999 0.0 0.1 0.0
H -3.511 -1.241 -5.237 -0.6 0.1 0.1
H -3.586 -0.986 -3.417 -0.2 0.4 -0.4
H -4.961 -2.703 -4.012 0.0 -0.1 0.0
C 2.893 3.831 0.551 -1.1 -0.4 0.4
O 2.093 3.425 -0.566 0.4 0.3 0.2
H 2.656 4.856 0.861 0.4 0.1 -0.3
H 2.684 3.216 1.443 0.0 -0.1 -0.3
H 3.943 3.696 0.313 0.0 0.2 -0.2
H 1.171 3.693 -0.418 0.1 -0.2 0.1
C 2.541 0.921 -2.586 -0.8 -0.5 -0.1
O 1.355 0.668 -3.397 0.2 -0.1 0.7
H 2.730 1.989 -2.594 0.7 -0.1 -0.1
H 2.350 0.672 -1.538 -0.4 0.0 -0.2
H 3.306 0.210 -2.901 0.4 0.6 -0.2
H 1.322 1.323 -4.096 0.0 0.0 0.0
C -0.843 5.277 0.437 -0.1 -0.2 1.1
O -0.720 3.936 0.024 0.3 -0.3 -0.5
H -1.700 5.774 -0.016 0.1 0.2 -0.2
H -0.961 5.313 1.530 -0.1 0.1 -0.1
H 0.099 5.783 0.241 -0.1 0.1 -0.4
H -1.469 3.411 0.345 0.0 0.1 0.1
```
Positions in Å, forces in eV/Å.

energy	-1737.87219	Eh
strongest force on any atom	1.5	eV/A
E_LUMO	0.56	eV
SMILES string	OCCO.OCCO.CCO.CCO.CCO.CCO.CCO.CCO.CO.CO.CO
HOMO	-9.811	eV
energy above the lowest of the compared OMol25 structures with the same formula, charge and spin	0.000	eV